1.
Here is a 2-piece molecular cluster, C5H15NO overall in a non-equilibrium geometry from OMol25. Energies are from ωB97M-V with the def2-TZVPD basis set.

Last column: Löwdin charge in e.
Geometry (Å):
C: -0.67164 -0.37002 -1.82765  -0.0872
C: 0.83724 -0.26793 -1.57861  -0.2661
N: 1.42786 -0.93543 -0.42021  -0.0704
C: 1.21677 0.76095 1.39737  -0.0500
C: 0.96770 -0.68819 0.93097  -0.4561
C: -0.45646 -1.14232 1.27808  -0.0790
H: -0.83874 -0.51688 -2.88840  0.0598
H: -1.01733 -1.29938 -1.38556  0.0633
H: -1.20522 0.52601 -1.50505  0.0449
H: 1.19072 0.76270 -1.48112  0.0994
H: 1.40267 -0.67879 -2.40987  0.1022
H: 1.43277 -1.94117 -0.55430  0.1046
H: 0.25556 1.29270 1.47072  0.0629
H: 1.81522 1.28472 0.66662  0.0665
H: 1.58006 0.72269 2.41014  0.0676
H: 1.59120 -1.30115 1.58335  0.1215
H: -0.64942 -0.96883 2.34280  0.0765
H: -0.53490 -2.21890 1.18681  0.0714
H: -1.20240 -0.58580 0.73874  0.0496
H: -2.11081 2.52793 0.74298  0.0375
H: -2.76113 2.87479 -0.56163  0.0412
O: -2.26972 2.16228 -0.13619  -0.0600

The value obtained for the relative energy (zero: lowest compared OMol25 entry of this formula, charge and spin) is 104.0 kJ/mol. As for the HOMO-LUMO gap: 8.990 eV. As for the SMILES: CCNC(C)C.O. Its multiplicity is 1. The net charge is 0.

---

2.
Here is a 2-piece molecular cluster, C5H15NO overall in a non-equilibrium geometry from OMol25. Energies are from ωB97M-V with the def2-TZVPD basis set.

Last column: Löwdin charge in e.
Geometry (Å):
C: -1.13772 2.14752 1.00593  -0.0789
C: -0.69022 0.77740 0.50708  -0.4354
C: 0.08522 0.01503 1.60434  -0.1893
C: 0.99495 -1.11460 1.11742  -0.2730
C: 0.24867 -2.19597 0.37696  -0.1126
N: 0.19139 0.90850 -0.68974  0.0141
H: -2.07265 2.53426 0.58541  0.0740
H: -0.39834 2.91548 0.75976  0.0739
H: -1.22948 2.21018 2.09424  0.0719
H: -1.50893 0.18980 0.08512  0.1295
H: -0.62795 -0.34576 2.34628  0.1158
H: 0.66849 0.80920 2.09608  0.1126
H: 1.49727 -1.45845 2.01276  0.0993
H: 1.81488 -0.70990 0.51558  0.0972
H: -0.46528 -1.82041 -0.35389  0.0584
H: -0.37345 -2.76835 1.08264  0.0776
H: 0.88182 -2.96609 -0.05756  0.0712
H: -0.30013 1.46161 -1.38252  0.0733
H: 1.03718 1.41258 -0.43775  0.0799
H: 0.42575 -0.96170 -2.48853  0.0059
H: 0.50336 0.31448 -3.22691  0.0076
O: 0.25381 -0.60048 -3.36855  -0.0728

The value obtained for the relative energy (zero: lowest compared OMol25 entry of this formula, charge and spin) is 51.9 kJ/mol. As for the HOMO-LUMO gap: 10.585 eV. As for the SMILES: CCC[C@@H](C)N.O. Its multiplicity is 1. The net charge is 0.